Molecular formula: C50H44CaN4P2SSb
Method: DFT, ωB97M-V/def2-TZVPD

The geometry in XYZ format:
```
103
Properties=species:S:1:pos:R:3:forces:R:3:lowdin_charge:R:1
Ca 0.9370 -0.5895 -0.0165 0.0 0.5 0.2 0.906
N 0.2673 -3.4529 3.6386 -0.1 -0.2 -0.1 0.087
C 0.3675 -2.7747 2.4823 0.2 0.3 0.2 -0.876
S 1.2089 -1.2559 2.5824 0.0 -0.1 -0.1 0.479
N -0.2082 -3.3588 1.4431 -0.1 -0.1 -0.1 -0.018
N -0.0656 -2.6879 0.2860 -0.1 -0.2 -0.1 -0.155
C -0.5744 -3.2265 -0.7629 -0.1 -0.1 0.1 -0.101
C -0.4055 -2.6272 -2.0879 -0.1 -0.1 -0.1 -0.270
C -0.9482 -3.2723 -3.1989 0.1 0.1 0.1 -0.002
C -0.7244 -2.7494 -4.4599 0.0 0.0 0.1 -0.035
C 0.0372 -1.5977 -4.5841 0.0 0.1 0.0 -0.043
C 0.5234 -1.0071 -3.4310 0.0 0.1 -0.2 -0.144
N 0.3077 -1.4909 -2.2107 0.1 -0.2 0.2 -0.005
H 0.7187 -3.1043 4.4626 0.0 0.0 0.0 0.083
H -0.1471 -4.3703 3.6282 0.0 0.0 0.0 0.106
H -1.0999 -4.1760 -0.6832 0.0 0.0 0.0 0.128
H -1.5242 -4.1768 -3.0615 0.0 0.0 0.0 0.121
H -1.1312 -3.2418 -5.3329 0.0 0.0 0.0 0.119
H 0.2543 -1.1601 -5.5477 0.0 0.0 0.0 0.114
H 1.1232 -0.1059 -3.4901 0.0 0.0 0.0 0.107
C 8.7045 0.4701 1.0811 0.0 0.0 0.0 -0.074
C 8.4376 0.1022 -0.2290 0.0 0.0 0.0 -0.074
C 7.1463 -0.2309 -0.6116 0.0 0.0 -0.1 -0.115
C 6.1158 -0.1905 0.3197 0.1 0.0 0.1 -0.397
C 6.3837 0.1928 1.6311 0.0 0.0 0.1 -0.148
C 7.6777 0.5153 2.0126 0.0 0.0 0.0 -0.078
Sb 4.1413 -0.6956 -0.2043 -0.2 0.0 -0.2 1.471
C 3.9682 -2.7079 0.4424 0.1 0.0 0.0 -0.412
C 3.1802 -3.5988 -0.2779 -0.2 0.0 -0.1 -0.167
C 2.9212 -4.8693 0.2186 0.0 0.0 0.0 -0.082
C 3.4540 -5.2573 1.4377 0.0 0.0 0.0 -0.075
C 4.2377 -4.3701 2.1628 0.0 0.0 0.0 -0.072
C 4.4867 -3.0984 1.6721 0.1 0.0 0.1 -0.127
C 4.3313 -1.0116 -2.3010 0.2 0.1 0.0 -0.416
C 4.7655 -2.1981 -2.8831 0.0 -0.1 0.1 -0.123
C 4.8835 -2.3032 -4.2613 0.0 0.0 0.0 -0.070
C 4.5878 -1.2181 -5.0739 0.0 0.0 0.0 -0.076
C 4.1750 -0.0232 -4.5049 0.0 0.0 0.0 -0.090
C 4.0437 0.0734 -3.1266 -0.1 0.1 0.0 -0.172
H 9.7133 0.7259 1.3764 0.0 0.0 0.0 0.109
H 9.2372 0.0698 -0.9571 0.0 0.0 0.0 0.109
H 6.9533 -0.5238 -1.6369 0.0 0.0 0.0 0.094
H 5.5858 0.2529 2.3645 0.0 0.0 0.0 0.097
H 7.8808 0.8081 3.0341 0.0 0.0 0.0 0.108
H 2.7489 -3.3096 -1.2342 0.1 0.0 0.0 0.086
H 2.3019 -5.5517 -0.3494 0.0 0.0 0.0 0.108
H 3.2599 -6.2491 1.8240 0.0 0.0 0.0 0.107
H 4.6537 -4.6687 3.1162 0.0 0.0 0.0 0.109
H 5.0908 -2.4174 2.2621 0.0 0.0 0.0 0.095
H 5.0187 -3.0503 -2.2616 0.0 0.0 0.0 0.102
H 5.2188 -3.2333 -4.7010 0.0 0.0 0.0 0.110
H 4.6907 -1.3026 -6.1474 0.0 0.0 0.0 0.108
H 3.9635 0.8345 -5.1305 0.0 0.0 0.0 0.107
H 3.7233 1.0199 -2.6983 0.0 0.0 0.0 0.090
C -1.9822 2.9118 0.1388 -0.1 0.1 0.1 -0.519
P -1.5602 1.1245 0.2049 0.2 -0.2 -0.1 0.963
C -2.6861 0.3396 -1.0001 0.0 0.1 0.0 -0.402
C -2.3088 0.4969 -2.3347 0.1 0.0 0.0 -0.141
C -3.0972 0.0131 -3.3642 0.0 0.0 0.0 -0.079
C -4.2742 -0.6608 -3.0698 0.0 0.0 -0.1 -0.068
C -4.6604 -0.8213 -1.7493 -0.1 0.0 0.0 -0.067
C -3.8818 -0.3134 -0.7194 0.0 0.0 0.1 -0.110
C -1.9639 0.5286 1.8746 -0.1 0.1 0.0 -0.403
C -2.3953 -0.7738 2.1102 0.0 -0.1 0.0 -0.125
C -2.5257 -1.2487 3.4072 0.0 0.0 0.0 -0.081
C -2.2092 -0.4382 4.4848 0.0 0.0 0.0 -0.072
C -1.7368 0.8464 4.2580 0.0 0.0 0.1 -0.077
C -1.6079 1.3202 2.9668 0.0 0.1 0.0 -0.127
P -3.7434 3.3600 -0.3132 0.1 -0.1 0.0 1.045
C -3.7372 5.1320 0.1471 0.0 0.0 0.0 -0.402
C -4.9622 5.7260 0.4536 -0.1 0.0 0.0 -0.105
C -5.0436 7.0777 0.7372 0.0 0.0 0.0 -0.076
C -3.9008 7.8661 0.7114 0.0 0.0 0.0 -0.084
C -2.6809 7.2891 0.3987 0.0 0.1 0.0 -0.084
C -2.6001 5.9323 0.1173 0.1 0.0 0.0 -0.107
C -4.6977 2.6778 1.0935 0.0 -0.1 0.0 -0.407
C -5.7374 1.7982 0.8092 0.0 0.0 -0.1 -0.127
C -6.4887 1.2339 1.8316 0.0 0.0 0.0 -0.078
C -6.2069 1.5520 3.1489 0.0 0.0 0.1 -0.073
C -5.1869 2.4479 3.4449 0.0 0.0 0.0 -0.072
C -4.4451 3.0103 2.4226 0.1 0.0 0.0 -0.100
H -1.3375 3.3436 -0.6301 0.0 0.0 0.0 0.034
H -1.6676 3.3656 1.0842 -0.1 0.0 -0.1 0.037
H -1.3889 1.0210 -2.5746 0.0 0.0 0.0 0.093
H -2.7947 0.1631 -4.3921 0.0 0.0 0.0 0.108
H -4.8936 -1.0457 -3.8689 0.0 0.0 0.0 0.109
H -5.5871 -1.3290 -1.5141 0.0 0.0 0.0 0.112
H -4.2368 -0.4015 0.2971 0.1 0.0 0.0 0.091
H -2.6007 -1.4507 1.2914 0.0 0.0 0.0 0.091
H -2.8626 -2.2643 3.5680 0.0 0.0 0.0 0.111
H -2.3127 -0.8121 5.4947 0.0 0.0 0.0 0.108
H -1.4589 1.4800 5.0899 0.0 0.0 0.0 0.111
H -1.2136 2.3203 2.8228 0.0 0.0 0.0 0.098
H -5.8631 5.1238 0.4831 0.0 0.0 0.0 0.107
H -6.0020 7.5172 0.9802 0.0 0.0 0.0 0.107
H -3.9635 8.9229 0.9328 0.0 0.0 0.0 0.105
H -1.7836 7.8935 0.3734 0.0 0.0 0.0 0.104
H -1.6303 5.5151 -0.1253 0.0 0.0 0.0 0.088
H -5.9551 1.5504 -0.2229 0.0 0.0 0.0 0.094
H -7.2969 0.5531 1.5970 0.0 0.0 0.0 0.106
H -6.7897 1.1142 3.9490 0.0 0.0 0.0 0.106
H -4.9747 2.7069 4.4738 0.0 0.0 0.0 0.108
H -3.6645 3.7248 2.6586 0.0 0.0 0.0 0.112
```
Forces are in eV/Å.

Computed properties:
gap between HOMO and LUMO: 7.23 eV
LUMO: -2.9 eV
E: -4149.400621 Ha
spin multiplicity: 1
total charge: +1
molecular weight: 956.78 g/mol
largest force on an atom: 0.6 eV/A
highest occupied orbital energy: -10.11 eV



Molecular formula: C50H45N5O3PPtSeSi
Method: DFT, ωB97M-V/def2-TZVPD

The geometry in XYZ format:
```
107
Properties=species:S:1:pos:R:3:forces:R:3:lowdin_charge:R:1
Pt -1.6789 0.7742 -0.0193 2.2 1.5 -0.2 1.207
Se -2.6270 -6.2226 3.3852 0.0 -0.1 0.1 1.172
N -1.9750 -4.6745 3.9578 0.0 0.0 0.1 -0.217
C -2.0877 -3.8247 2.9758 0.0 0.1 -0.1 -0.333
C -1.6450 -2.4336 3.0552 0.0 -0.2 0.1 -0.065
C -1.0937 -1.8850 4.2115 0.0 -0.1 0.0 0.035
C -0.6980 -0.5669 4.2025 0.0 0.0 0.0 -0.003
C -0.8629 0.1664 3.0345 -0.1 0.0 0.0 -0.102
N -1.3814 -0.3484 1.9293 0.5 -0.1 -0.2 0.019
C -1.7745 -1.6285 1.9274 -0.1 0.0 -0.2 -0.121
C -2.3504 -2.1574 0.6785 0.2 0.0 0.0 -0.116
N -2.3849 -1.3391 -0.3838 -0.9 0.4 0.4 0.022
C -2.8633 -1.7752 -1.5401 0.2 0.0 -0.1 -0.115
C -3.4023 -3.0467 -1.6857 0.1 0.0 0.0 -0.005
C -3.3845 -3.8974 -0.6042 0.0 -0.1 0.0 0.040
C -2.8127 -3.4655 0.5927 0.0 -0.2 0.1 -0.067
C -2.6715 -4.3331 1.7605 0.1 0.2 0.0 -0.332
N -3.0230 -5.5883 1.7759 -0.1 0.0 -0.1 -0.216
H -0.9954 -2.5060 5.0925 0.0 0.0 0.0 0.128
H -0.2710 -0.0972 5.0771 0.0 0.0 0.0 0.120
H -0.5699 1.2074 2.9961 -0.1 0.0 0.0 0.101
H -2.7974 -1.0908 -2.3760 -0.1 0.1 0.1 0.122
H -3.8256 -3.3471 -2.6334 0.0 0.0 0.0 0.123
H -3.7963 -4.8965 -0.6592 0.0 0.0 0.0 0.129
O -3.5750 1.8092 1.7184 -0.1 0.4 0.2 0.060
C -2.5289 2.1141 1.2249 -0.6 -1.3 -0.2 -0.461
C -1.7895 3.3630 1.5393 -0.3 0.1 0.2 -0.216
C -2.2973 4.2473 2.4877 -0.1 0.0 0.1 0.009
C -1.5629 5.3656 2.8378 0.0 0.0 0.0 -0.036
C -0.3320 5.6111 2.2296 0.0 0.0 -0.1 -0.036
C 0.1592 4.7333 1.2777 0.0 0.0 -0.1 -0.055
C -0.5789 3.6017 0.9339 0.6 0.1 -0.2 -0.307
P 0.0200 2.3584 -0.2474 -1.3 0.8 0.3 1.094
C 1.7434 2.2053 0.2437 0.0 -0.8 0.0 -0.327
C 2.7929 2.4835 -0.6238 -0.1 0.0 0.0 -0.048
C 4.1019 2.3631 -0.1736 0.0 0.1 0.0 -0.048
C 4.3609 1.9652 1.1263 0.0 0.0 0.0 -0.055
C 3.3099 1.6787 1.9929 0.0 0.1 0.0 -0.062
C 2.0081 1.7882 1.5499 0.1 0.1 -0.1 -0.079
C -0.0002 3.1899 -1.8500 0.2 -0.3 -0.3 -0.348
C -0.6173 4.4280 -2.0231 0.2 0.0 0.1 -0.085
C -0.7382 4.9686 -3.2936 0.0 0.0 0.0 -0.056
C -0.2380 4.2858 -4.3927 0.0 0.0 0.0 -0.055
C 0.3964 3.0628 -4.2235 0.0 0.0 0.0 -0.045
C 0.5036 2.5053 -2.9598 0.0 0.2 0.1 -0.092
H -3.2527 4.0272 2.9468 0.0 0.0 0.0 0.129
H -1.9401 6.0441 3.5913 0.0 0.0 0.0 0.116
H 0.2423 6.4869 2.5018 0.0 0.0 0.0 0.117
H 1.1116 4.9203 0.7954 0.0 0.0 0.1 0.124
H 2.5988 2.8131 -1.6342 0.0 0.0 0.0 0.103
H 4.9184 2.5914 -0.8453 0.0 0.0 0.0 0.115
H 5.3838 1.8727 1.4674 0.0 0.0 0.0 0.115
H 3.5127 1.3729 3.0106 0.0 0.0 0.0 0.114
H 1.1896 1.5577 2.2157 0.1 0.0 0.0 0.082
H -1.0064 4.9679 -1.1695 -0.1 0.0 0.0 0.108
H -1.2388 5.9187 -3.4257 0.0 0.0 0.0 0.113
H -0.3518 4.7028 -5.3848 0.0 0.0 0.0 0.112
H 0.7922 2.5304 -5.0786 0.0 0.0 0.0 0.115
H 0.9524 1.5313 -2.8347 0.0 0.0 -0.1 0.083
C 4.9391 -4.4025 3.7178 0.0 0.0 -0.2 -0.051
C 4.5062 -4.4357 2.2711 0.0 0.0 0.1 -0.233
C 4.6201 -5.6232 1.5568 0.0 -0.1 0.0 -0.060
C 4.2009 -5.6974 0.2391 0.0 0.1 0.0 -0.078
C 3.6605 -4.5844 -0.3821 -0.1 -0.1 0.0 -0.038
C 3.5680 -3.3797 0.3081 0.0 0.1 0.0 -0.192
N 2.9922 -2.2335 -0.2716 0.1 0.0 -0.1 0.104
C 2.8430 -1.9779 -1.6220 -0.1 0.1 0.1 -0.177
C 3.8084 -2.4124 -2.5427 0.0 0.1 0.0 -0.029
C 3.6699 -2.1606 -3.8910 0.0 0.0 0.0 -0.071
C 2.5641 -1.4664 -4.3751 0.0 0.0 -0.1 -0.087
C 1.6239 -1.0030 -3.4797 0.0 -0.1 0.1 -0.044
C 1.7463 -1.2268 -2.1031 0.0 0.0 0.0 -0.064
C 0.7092 -0.6355 -1.1991 0.1 -0.4 0.0 -0.597
O -0.3280 -0.1302 -1.7593 0.0 0.1 0.4 -0.165
O 0.8730 -0.6194 0.0415 -0.1 -0.1 -0.1 -0.047
C 3.9985 -3.2965 1.6402 0.1 0.1 0.0 -0.166
C 3.9100 -1.9721 2.3523 0.0 -0.1 0.1 -0.038
H 5.0783 -5.4163 4.0892 0.0 0.0 0.0 0.075
H 4.2007 -3.9059 4.3485 0.0 0.0 0.0 0.077
H 5.8884 -3.8728 3.8323 0.0 0.0 0.0 0.088
H 5.0315 -6.4996 2.0428 0.0 0.0 0.0 0.107
H 4.2726 -6.6336 -0.2997 0.0 0.0 0.0 0.105
H 3.2776 -4.6573 -1.3913 0.1 0.0 0.0 0.109
H 2.4033 -1.6510 0.3084 -0.1 -0.1 0.0 0.094
H 4.6899 -2.9159 -2.1699 0.0 -0.1 0.0 0.117
H 4.4413 -2.4909 -4.5755 0.0 0.0 0.0 0.108
H 2.4498 -1.2817 -5.4349 0.0 0.0 0.0 0.101
H 0.7530 -0.4628 -3.8281 0.0 0.0 0.0 0.106
H 4.1814 -1.1579 1.6809 0.0 0.0 0.0 0.068
H 4.5764 -1.9385 3.2126 0.0 0.0 0.0 0.071
H 2.8905 -1.7762 2.7083 0.0 0.0 0.0 0.087
C -5.3119 3.2991 -0.8278 0.0 0.1 0.0 -0.170
Si -4.5490 1.7831 -1.6026 0.1 -0.1 0.0 0.446
C -4.8805 1.7475 -3.4428 -0.1 0.1 0.0 -0.177
C -5.3245 0.2896 -0.7889 0.0 -0.1 0.1 -0.169
C -2.6502 1.8778 -1.4926 0.1 -0.8 0.0 -0.325
H -6.3722 3.3435 -1.0914 0.0 0.0 0.0 0.040
H -4.8511 4.2300 -1.1679 0.0 0.0 0.0 0.035
H -5.2513 3.2653 0.2622 0.0 0.0 0.0 0.024
H -5.9551 1.7187 -3.6429 0.0 0.0 0.0 0.037
H -4.4254 0.8730 -3.9149 0.0 0.0 0.0 0.029
H -4.4768 2.6372 -3.9333 0.0 0.0 0.0 0.036
H -6.4059 0.3062 -0.9486 0.0 0.1 0.0 0.045
H -5.1388 0.2936 0.2875 0.0 0.0 0.0 0.026
H -4.9580 -0.6509 -1.1936 -0.1 0.0 0.0 0.000
H -2.3725 2.9229 -1.4004 -0.2 0.1 -0.1 -0.006
H -2.1943 1.4921 -2.4085 0.0 0.2 -0.1 0.026
```
Forces are in eV/Å.

Computed properties:
gap between HOMO and LUMO: 5.38 eV
relative energy (zero: lowest compared OMol25 entry of this formula, charge and spin): 75.7 kJ/mol
LUMO: -3.7 eV
E: -5583.359854 Ha
spin multiplicity: 1
total charge: +1
molecular weight: 1097.04 g/mol
largest force on an atom: 2.6 eV/A
highest occupied orbital energy: -9.08 eV



> Among the records above, which one has the lowest gap between HOMO and LUMO?

C50H45N5O3PPtSeSi



> What is the gap between HOMO and LUMO in the first record?

7.23 eV



> Number 2 is which compound?

C50H45N5O3PPtSeSi



> Which value of gap between HOMO and LUMO does entry 1 give?

7.23 eV